1.
The following is a DFT calculation (ωB97M-V/def2-TZVPD) of a single C17H19ClN4OS molecule.

Structure (XYZ):
```
43
C17H19ClN4OS ωB97M-V/def2-TZVPD
C -1.5890 -3.1022 1.2988
O -1.7291 -2.4498 0.0491
C -2.4553 -1.2773 0.0807
C -3.7155 -1.2746 -0.5023
C -4.5116 -0.1449 -0.5069
C -4.0377 1.0053 0.1036
Cl -5.0218 2.4231 0.1467
C -2.7799 1.0379 0.6741
C -1.9596 -0.0898 0.6487
N -0.7043 0.0131 1.2392
C 0.4577 -0.6699 0.9973
S 1.5257 -0.7987 2.2622
N 0.6892 -1.1997 -0.2173
C 1.9234 -1.9174 -0.4396
C 3.0400 -0.9045 -0.7989
N 2.4356 0.2941 -1.3476
C 2.2221 1.3879 -0.5297
C 3.1798 1.8181 0.4008
C 2.9030 2.9299 1.1645
C 1.7024 3.6080 0.9804
C 0.8435 3.1321 0.0100
N 1.0841 2.0564 -0.7206
C 1.3519 -0.0439 -2.2461
C 0.1653 -0.6306 -1.4433
H -1.0194 -4.0071 1.0977
H -1.0499 -2.4942 2.0298
H -2.5683 -3.3687 1.7099
H -4.0684 -2.1924 -0.9465
H -5.4894 -0.1609 -0.9593
H -2.4139 1.9441 1.1319
H -0.6420 0.6290 2.0394
H 2.1853 -2.4694 0.4631
H 1.7478 -2.6219 -1.2556
H 3.7215 -1.3367 -1.5385
H 3.6038 -0.6550 0.0973
H 4.1171 1.2986 0.5160
H 3.6180 3.2733 1.8980
H 1.4539 4.4780 1.5667
H -0.1009 3.6205 -0.1991
H 1.7380 -0.7643 -2.9706
H 1.0331 0.8583 -2.7657
H -0.5287 0.1726 -1.2075
H -0.3574 -1.4063 -2.0107
```

Values from the calculation:
Lowest unoccupied orbital energy in eV: 0.67
SMILES: COc1ccc(Cl)cc1NC(=S)N1CCN(c2ccccn2)CC1
Electronic energy in hartree: -1811.85137
HOMO energy in eV: -8.0
Relative energy (zero: lowest compared OMol25 entry of this formula, charge and spin) in kJ/mol: 60.23
Spin multiplicity: 1
F_max in eV Å⁻¹: 0.70

Results of the Mulliken charge analysis, in e, for atoms 1 through 5: -0.735, -0.451, 0.495, -0.332, -0.638


2.
The following is a DFT calculation (ωB97M-V/def2-TZVPD) of 3 unconnected molecules or ions with the total composition C27H31BrF17O8.

Structure (XYZ):
```
84
C27H31BrF17O8 ωB97M-V/def2-TZVPD
C -0.0783 4.0328 4.1722
C -0.8426 4.0128 2.7025
O -0.7271 5.1538 1.9720
O -1.5839 2.8585 2.1586
C -2.7931 2.5656 2.9576
C -3.2568 0.9859 2.8737
C -1.9840 -0.0783 2.8834
C -1.9405 -1.0128 1.5025
C -0.9859 -2.3302 1.6985
C 0.0673 -2.2511 2.9517
C 1.3121 -1.1813 2.7292
Br 2.4059 -0.9604 4.4374
C -1.3216 0.0302 0.3594
C -1.3593 -0.6274 -1.1728
C 0.1796 -0.5413 -1.8258
F 1.0504 -1.2119 -0.8031
F 0.4519 0.9318 -1.9436
C 0.0933 -1.3262 -3.2566
F -0.5123 -2.6676 -3.1026
F -0.8786 -0.5373 -4.1040
C 1.5071 -1.3209 -4.1343
F 2.2864 -0.0700 -4.0040
F 1.0295 -1.3448 -5.5700
C 2.3917 -2.7052 -3.9563
F 2.3083 -3.2783 -2.5603
F 1.6429 -3.7256 -4.7897
C 3.8892 -2.6737 -4.5829
F 4.2896 -4.1172 -4.7920
F 3.8164 -2.1275 -5.9922
C 5.0440 -1.8496 -3.8344
F 6.3610 -2.5083 -4.1775
F 5.1615 -0.4697 -4.4399
C 5.0128 -1.6752 -2.2303
F 6.1906 -0.7859 -1.8903
F 3.8357 -0.9406 -1.6731
C 5.2148 -3.0197 -1.3236
F 6.4915 -2.8777 -0.5264
F 5.3521 -4.2879 -2.0690
F 4.1314 -3.0621 -0.2706
H 1.0212 4.4381 4.0712
H -0.6831 4.7828 4.8771
H -0.0407 2.9719 4.6870
H -2.6969 2.8970 4.0797
H -3.6802 3.2042 2.4897
H -3.9365 0.7436 3.8105
H -3.9145 0.7438 1.9157
H -0.9808 0.4916 3.0874
H -2.1829 -0.8023 3.8063
H -1.7225 -3.2384 1.9391
H -0.3789 -2.6551 0.7523
H -0.4582 -2.1207 4.0158
H 0.5889 -3.3235 3.0129
H 0.9747 -0.1272 2.3502
H 2.0349 -1.6353 1.9054
H -0.2642 0.4444 0.6456
H -2.0493 0.9743 0.3403
H -2.1752 -0.1513 -1.8624
H -1.6655 -1.7684 -1.0005
C -1.3493 9.1689 0.4449
C -2.1901 9.4072 1.6831
C -1.4850 9.0659 2.9609
O -2.5608 8.7662 3.8313
C -3.5830 8.3197 3.0405
O -4.5978 7.7930 3.4590
O -3.3132 8.5436 1.7174
H -1.8448 9.5983 -0.4329
H -0.3615 9.6307 0.5379
H -1.2275 8.0992 0.2430
H -2.5584 10.4405 1.6949
H -0.8967 9.9045 3.3447
H -0.8421 8.1821 2.8848
C -0.3819 -6.4245 -3.4102
C -1.2227 -6.1862 -2.1720
C -0.5176 -6.5275 -0.8942
O -1.5934 -6.8273 -0.0237
C -2.6155 -7.2738 -0.8145
O -3.6303 -7.8004 -0.3960
O -2.3457 -7.0498 -2.1377
H -0.8774 -5.9952 -4.2879
H 0.6060 -5.9627 -3.3172
H -0.2601 -7.4942 -3.6121
H -1.5910 -5.1529 -2.1602
H 0.0708 -5.6890 -0.5103
H 0.1254 -7.4114 -0.9703
```

Values from the calculation:
Lowest unoccupied orbital energy in eV: 0.31
Electronic energy in hartree: -5920.55405
HOMO energy in eV: -2.4
Total charge: -1
Relative energy (zero: lowest compared OMol25 entry of this formula, charge and spin) in kJ/mol: 1401.57
Spin multiplicity: 1
F_max in eV Å⁻¹: 8.55

Results of the Mulliken charge analysis, in e, for atoms 1 through 5: -0.811, 0.505, -0.572, -0.171, -0.507


3.
The following is a DFT calculation (ωB97M-V/def2-TZVPD) of a molecular structure, C17H20Br2N4O5S4Y.

Structure (XYZ):
```
53
C17H20Br2N4O5S4Y ωB97M-V/def2-TZVPD
Y -1.0898 -0.0720 -0.7677
C -1.3251 4.6211 0.8828
N -0.5690 3.6322 1.6503
C -0.1979 4.0407 3.0014
C -0.3945 2.4074 1.1827
O -0.8119 2.0568 0.0554
C 0.3029 1.3711 2.0526
O 0.5931 0.2540 1.2349
C 0.6795 -0.9753 1.9456
C -0.6863 -1.6556 1.8817
O -1.6000 -1.0663 1.2598
N -0.8523 -2.8324 2.4501
C 0.2262 -3.5582 3.1115
C -2.0980 -3.5752 2.2676
H -0.7197 5.5182 0.7615
H -1.5796 4.2156 -0.0888
H -2.2396 4.8759 1.4189
H 0.1160 5.0818 2.9731
H -1.0499 3.9524 3.6775
H 0.6282 3.4527 3.3875
H 1.2275 1.7621 2.4818
H -0.3782 1.1032 2.8689
H 1.4059 -1.6045 1.4338
H 1.0183 -0.8023 2.9688
H 1.0016 -2.8860 3.4658
H -0.1857 -4.0843 3.9704
H 0.6696 -4.2820 2.4273
H -2.8263 -2.9491 1.7659
H -1.9020 -4.4614 1.6632
H -2.4792 -3.8813 3.2407
Br 2.1028 -4.1938 -0.3344
C 2.3259 -2.7641 -1.5486
C 3.4335 -2.7642 -2.4169
C 3.6249 -1.7416 -3.2959
Br 5.1227 -1.7827 -4.4473
C 2.7140 -0.6549 -3.3441
C 2.8223 0.4534 -4.2095
C 1.8855 1.4492 -4.1646
C 0.8284 1.3492 -3.2532
N 0.6870 0.3294 -2.4305
C 1.6124 -0.6757 -2.4644
C 1.3880 -1.7554 -1.5470
O 0.3346 -1.7169 -0.7712
H 4.1282 -3.5913 -2.3755
H 3.6492 0.5039 -4.9045
H 1.9477 2.3053 -4.8209
H 0.0728 2.1246 -3.1974
S -2.9939 1.6337 -2.4994
S -3.6949 1.7612 -0.5134
S -5.5909 1.1213 -0.8672
S -5.1133 -0.1972 -2.5790
O -2.7054 -0.8645 -1.9496
N -3.4651 0.0116 -2.6908
```

Values from the calculation:
Lowest unoccupied orbital energy in eV: -2.65
Electronic energy in hartree: -8034.11856
HOMO energy in eV: -10.3
Total charge: +1
Relative energy (zero: lowest compared OMol25 entry of this formula, charge and spin) in kJ/mol: 17.27
Spin multiplicity: 1
F_max in eV Å⁻¹: 0.39

Results of the Mulliken charge analysis, in e, for atoms 1 through 5: 1.458, -0.942, 0.104, -0.921, 0.598


Which of these has the highest F_max? C27H31BrF17O8